# 1
Density functional theory data (ωB97M-V/def2-TZVPD) for C26H45BBrCl2F4Li2N5O13P as an isolated structure.

Atoms and positions in Å:
C -5.093 2.839 1.705
C -3.894 1.751 1.283
C -2.472 2.313 1.860
O -1.615 1.418 2.575
C -1.096 0.244 1.925
C -1.383 -0.923 3.101
C -3.014 -1.029 3.465
C -3.850 -1.956 2.393
C -4.430 -3.367 3.076
F -5.421 -2.980 4.125
O -1.002 -2.269 2.698
C 0.461 -2.315 2.349
C 1.224 -2.387 3.777
O 0.627 -3.463 4.650
C 1.590 -3.853 5.689
F 0.762 -4.401 6.829
F 2.442 -5.014 5.250
F 2.380 -2.742 6.267
O 0.518 -3.628 1.619
C 1.706 -4.403 1.858
C 1.896 -5.494 0.605
C 0.883 -1.183 1.262
N 2.359 -1.335 1.028
B 0.236 -1.815 -0.167
O -1.222 -2.166 -0.313
O 0.998 -1.967 -1.429
N 0.392 0.262 1.504
C 1.103 0.973 2.652
N 2.612 1.220 2.443
C 0.679 1.189 0.328
C -0.429 1.469 -0.798
C -0.263 3.001 -1.453
O -0.332 4.119 -0.677
N 0.011 3.252 -2.927
C -0.989 2.573 -3.832
C -0.516 2.329 -5.412
C -1.549 1.567 -6.464
C -3.063 1.039 -5.997
C -3.551 1.278 -4.419
C -2.490 2.051 -3.432
H -6.090 2.670 1.113
H -4.669 3.929 1.651
H -5.338 2.622 2.852
H -4.249 0.723 1.702
H -3.953 1.676 0.101
H -1.975 2.930 0.966
H -2.780 3.175 2.633
H -1.821 -0.058 1.062
H -0.896 -0.601 4.142
H -3.040 -1.626 4.498
H -3.503 0.010 3.686
H -4.825 -1.357 2.070
H -3.270 -2.204 1.404
H -5.065 -3.880 2.212
H -3.580 -4.068 3.470
H 2.412 -2.491 3.717
H 1.079 -1.440 4.491
H 2.725 -3.837 1.933
H 1.615 -5.069 2.829
H 0.878 -5.637 0.042
H 2.336 -6.520 1.017
H 2.692 -5.036 -0.158
H 2.939 -1.319 1.892
H 2.645 -2.187 0.518
H -1.349 -2.803 -1.079
H 1.474 -2.851 -1.352
H 0.910 0.528 3.710
H 0.766 2.115 2.781
H 2.774 2.143 1.985
H 3.102 1.286 3.370
H 1.016 2.288 0.666
H 1.652 0.817 -0.263
H -0.200 0.745 -1.720
H -1.551 1.351 -0.561
H 0.982 2.879 -3.097
H 0.530 2.679 -5.820
H -1.251 1.399 -7.590
H -3.813 0.506 -6.721
H -4.601 0.917 -4.002
H -2.827 2.212 -2.299
Br -0.029 5.375 -3.834
O 4.692 4.770 -7.006
P 3.447 4.913 -6.114
O 2.238 5.299 -6.982
O 3.694 6.006 -5.062
O 3.166 3.576 -5.408
Li 4.396 -3.621 5.692
Li -1.344 -1.788 5.706
C 7.601 7.164 -6.179
N 6.675 7.608 -7.256
O 5.539 7.960 -6.917
O 7.115 7.590 -8.412
H 7.084 7.230 -5.219
H 7.885 6.131 -6.393
H 8.469 7.826 -6.196
C -1.688 -7.791 0.566
Cl -0.915 -7.515 -0.999
Cl -0.499 -7.785 1.873
H -2.419 -6.999 0.746
H -2.192 -8.761 0.548

Results
LUMO energy = -0.765 eV
total charge = -1
orbital gap = 1.4 eV

=====

# 2
Density functional theory data (ωB97M-V/def2-TZVPD) for C26H45BiF3O2P2 as an isolated structure.

Atoms and positions in Å:
Bi -0.009 -0.383 -1.174
C -2.617 1.718 0.921
C -3.019 0.856 -0.137
C -2.802 -0.408 1.775
C -2.504 0.944 2.101
C -3.110 -0.471 0.386
C -2.402 3.177 0.797
H -2.054 3.445 -0.211
H -1.657 3.531 1.521
H -3.337 3.732 0.977
C -2.178 1.434 3.453
H -1.763 2.449 3.415
H -1.449 0.767 3.938
H -3.075 1.466 4.093
C -2.809 -1.533 2.722
H -3.660 -1.466 3.418
H -1.883 -1.522 3.318
H -2.878 -2.494 2.201
C -3.474 -1.692 -0.371
H -4.561 -1.737 -0.548
H -3.184 -2.595 0.181
H -2.981 -1.730 -1.356
C -3.331 1.301 -1.518
H -4.264 1.888 -1.533
H -3.460 0.453 -2.199
H -2.537 1.946 -1.925
C 1.735 0.657 -2.350
C 0.574 1.506 -2.505
C -0.169 1.606 -3.814
C -1.132 0.435 -4.153
C -1.103 -0.771 -3.230
C 0.081 -1.618 -3.185
C 1.304 -1.296 -4.028
C 2.250 -0.185 -3.491
H 0.517 1.756 -4.663
H -0.929 0.103 -5.188
H -0.776 2.527 -3.773
H 2.528 0.454 -4.345
H 2.490 0.912 -1.588
H 0.454 2.387 -1.853
H 3.194 -0.671 -3.181
H 1.899 -2.226 -4.131
H -0.098 -2.686 -3.004
H 1.005 -1.047 -5.066
H -2.162 0.835 -4.174
H -2.067 -1.280 -3.095
P 1.943 2.298 0.878
C 1.421 3.068 2.457
H 2.172 3.802 2.778
H 1.324 2.281 3.215
H 0.442 3.547 2.323
C 3.663 1.837 1.316
H 4.161 2.687 1.800
H 4.202 1.544 0.406
H 3.620 0.973 1.991
C 2.261 3.805 -0.121
H 2.587 3.500 -1.123
H 3.029 4.422 0.365
H 1.323 4.365 -0.221
P 1.049 -2.884 0.169
C -0.219 -4.076 -0.426
H 0.255 -4.990 -0.812
H -0.829 -3.617 -1.218
H -0.890 -4.320 0.411
C 2.535 -3.332 -0.812
H 2.377 -3.136 -1.882
H 2.797 -4.388 -0.651
H 3.366 -2.696 -0.473
C 1.453 -3.582 1.811
H 1.652 -4.663 1.745
H 0.614 -3.395 2.496
H 2.333 -3.068 2.220
F 1.972 -1.255 5.580
C 2.277 -0.654 4.403
F 2.659 0.640 4.681
F 3.381 -1.282 3.878
C 1.075 -0.636 3.364
O -0.014 -1.048 3.800
O 1.416 -0.220 2.223

Results
LUMO energy (alpha / beta) = -5.509 / -5.697 eV
ΔE to the lowest compared entry with this formula, charge and spin = 1.756 eV
total charge = +1
orbital gap (alpha / beta) = 4.4 / 4.2 eV

=====

# 3
Density functional theory data (ωB97M-V/def2-TZVPD) for C26H45ClNPY as an isolated structure.

Atoms and positions in Å:
Y -3.467 -1.324 -0.338
P 0.078 -0.272 0.458
Cl -3.086 -2.734 1.651
C -0.721 1.480 0.856
H -1.763 1.211 0.617
H -0.769 1.551 1.971
C -0.735 -1.409 -0.886
C 0.287 -1.513 1.878
C 0.229 -2.342 -1.694
H -1.401 -2.108 -0.263
C -0.564 -3.298 -2.597
H 0.901 -1.746 -2.336
H 0.887 -2.930 -1.033
C -1.558 -2.588 -3.518
H 0.134 -3.875 -3.221
H -1.086 -4.031 -1.970
C -2.421 -1.564 -2.748
H -1.024 -2.072 -4.324
H -2.245 -3.318 -3.964
C -1.574 -0.612 -1.893
H -3.041 -0.953 -3.406
H -3.134 -2.245 -2.172
H -0.882 -0.034 -2.515
H -2.203 0.190 -1.368
C 1.722 0.175 -0.187
C 1.135 -0.894 2.998
H -0.755 -1.612 2.233
C 1.222 -1.771 4.262
H 2.154 -0.690 2.633
H 0.707 0.081 3.259
C 1.627 -3.218 3.963
H 1.933 -1.315 4.964
H 0.240 -1.768 4.752
C 0.811 -3.850 2.831
H 2.693 -3.249 3.707
H 1.515 -3.819 4.870
C 0.728 -2.967 1.574
H 1.239 -4.831 2.575
H -0.209 -4.040 3.195
H 1.707 -2.972 1.074
H 0.027 -3.455 0.889
C 1.514 0.857 -1.545
H 2.035 0.954 0.527
C 2.750 1.685 -1.877
H 1.347 0.107 -2.332
H 0.629 1.506 -1.525
C 4.024 0.822 -1.857
H 2.614 2.156 -2.860
H 2.822 2.492 -1.134
C 4.173 -0.048 -0.600
H 3.994 0.165 -2.737
H 4.901 1.470 -1.971
C 2.883 -0.820 -0.255
H 5.023 -0.735 -0.724
H 4.415 0.599 0.255
H 2.718 -1.596 -1.013
H 3.039 -1.341 0.696
C -1.314 3.109 -1.107
C -0.610 2.850 0.245
H -0.888 2.660 -2.014
C -1.017 3.992 1.266
H 0.421 3.166 -0.006
C -2.447 4.550 1.187
H -0.832 3.661 2.300
H -0.359 4.852 1.042
C -2.781 5.052 -0.213
H -3.190 3.786 1.480
H -2.498 5.396 1.889
C -2.533 3.895 -1.226
H -3.837 5.341 -0.248
H -2.211 5.957 -0.475
H -3.397 3.208 -1.102
H -2.549 4.340 -2.232
N -4.217 1.839 0.948
C -3.957 0.805 0.440

Results
LUMO energy (alpha / beta) = 2.175 / 2.172 eV
ΔE to the lowest compared entry with this formula, charge and spin = 3.308 eV
total charge = -1
orbital gap (alpha / beta) = 3.2 / 3.2 eV

=====

no.,DFT total energy (Eh)
1,-6543.67379
2,-2364.71068
3,-1912.15762